Record 1
Computed, not measured: a single C5H9N molecule, with ωB97M-V/def2-TZVPD.

```
15
Properties=species:S:1:pos:R:3:lowdin_charge:R:1
C -0.307 0.978 -0.083 -0.119
C 0.297 0.964 -1.300 -0.267
N -0.203 1.628 -2.393 -0.015
C 0.304 0.017 1.001 -0.226
C -0.309 -1.356 1.196 -0.217
C 0.146 -2.437 1.828 -0.025
H -1.201 1.609 -0.096 0.099
H 1.305 0.551 -1.593 0.128
H 0.131 1.353 -3.338 0.095
H -0.371 2.637 -2.277 0.094
H 1.433 -0.115 1.052 0.117
H 0.079 0.722 1.994 0.146
H -1.282 -1.342 0.769 0.080
H -0.291 -3.442 1.712 0.053
H 0.841 -2.370 2.672 0.056
```

Its total energy is -6818.1877 eV. As for the largest force on an atom: 0.094 hartree/bohr. As for the relative energy (zero: lowest compared OMol25 entry of this formula, charge and spin): 64.74 kcal/mol. The lowest unoccupied orbital energy is 1.17 eV. The gap between HOMO and LUMO is 9.320 eV. The multiplicity is 1.



Record 2
Computed, not measured: C26H37Cl3GeN3OReSi3 as an isolated structure, with ωB97M-V/def2-TZVPD.

```
75
Properties=species:S:1:pos:R:3:lowdin_charge:R:1
Re 0.172 -0.079 0.259 1.315
N 7.465 7.240 -0.632 0.198
C 6.655 6.432 -0.542 -0.161
C 5.641 5.422 -0.431 -0.201
C 4.634 5.552 0.523 0.013
C 3.648 4.586 0.616 -0.006
C 3.676 3.480 -0.231 -0.198
C 4.693 3.344 -1.174 -0.009
C 5.669 4.318 -1.282 0.009
C 2.625 2.440 -0.117 -0.039
C 3.022 1.162 0.288 -0.225
C 4.298 0.774 0.705 0.067
C 4.235 -0.567 1.094 -0.005
C 2.930 -0.956 0.926 -0.222
N 2.155 0.065 0.437 -0.169
C 1.308 2.792 -0.390 -0.274
C 0.874 4.063 -0.801 0.053
C -0.510 4.018 -0.918 0.000
C -0.877 2.726 -0.597 -0.103
N 0.189 1.942 -0.284 -0.141
H 4.628 6.408 1.183 0.134
H 2.866 4.679 1.359 0.122
H 4.711 2.486 -1.834 0.129
H 6.453 4.231 -2.022 0.133
H 5.160 1.420 0.724 0.138
H 5.038 -1.179 1.471 0.129
H 2.485 -1.909 1.136 0.053
H 1.519 4.902 -1.004 0.136
H -1.171 4.816 -1.211 0.124
H -1.875 2.335 -0.586 0.080
C -3.230 0.587 0.074 -0.063
O -1.995 -0.176 0.121 -0.474
Si -2.116 -1.887 0.354 0.376
C -3.206 -2.303 1.791 -0.135
C -2.924 -2.557 -1.186 -0.125
C -0.215 -1.983 0.653 -0.488
Si 0.704 -2.090 -1.432 0.539
C 0.097 -3.804 -1.832 -0.149
C 0.035 -0.707 -2.528 -0.173
C 2.549 -2.172 -1.613 -0.161
Si 0.154 -3.610 1.698 0.449
C -0.948 -5.013 1.106 -0.164
C -0.327 -3.228 3.460 -0.166
C 1.921 -4.217 1.640 -0.161
H -4.067 -0.094 0.212 0.089
H -3.330 1.062 -0.899 0.100
H -3.229 1.314 0.883 0.102
H -4.242 -2.092 1.513 0.063
H -2.971 -1.769 2.707 -0.004
H -3.154 -3.375 1.989 0.048
H -3.840 -1.974 -1.330 0.060
H -3.248 -3.588 -1.027 0.061
H -2.366 -2.515 -2.117 0.034
H -0.885 -4.105 -1.495 0.013
H 0.839 -4.510 -1.455 0.054
H 0.113 -3.876 -2.925 0.073
H -1.041 -0.546 -2.498 0.036
H 0.286 -1.011 -3.552 0.076
H 0.551 0.252 -2.403 0.035
H 3.030 -2.838 -0.899 0.040
H 3.059 -1.211 -1.624 0.047
H 2.680 -2.630 -2.601 0.070
H -1.919 -4.724 0.702 0.013
H -1.155 -5.636 1.981 0.061
H -0.463 -5.653 0.370 0.043
H -1.403 -3.275 3.618 0.034
H 0.044 -2.292 3.870 -0.050
H 0.120 -4.031 4.054 0.063
H 2.340 -4.355 0.643 0.029
H 1.878 -5.210 2.098 0.061
H 2.613 -3.636 2.250 0.041
Cl 1.649 -0.415 3.834 0.284
Ge 0.152 0.603 2.703 -0.273
Cl 0.600 2.682 2.877 0.250
Cl -1.726 0.380 3.681 0.261
```

Its total energy is -153916.6804 eV. The total charge is +2. As for the largest force on an atom: 0.017 hartree/bohr. As for the relative energy (zero: lowest compared OMol25 entry of this formula, charge and spin): 14.48 kcal/mol. The lowest unoccupied orbital energy (spin up / spin down) is -8.46 / -8.12 eV. The gap between HOMO and LUMO (spin up / spin down) is 5.696 / 6.024 eV. The multiplicity is 3.



Record 3
Computed, not measured: C3H9N as an isolated structure, with ωB97M-V/def2-TZVPD.

```
13
Properties=species:S:1:pos:R:3:lowdin_charge:R:1
C -0.092 -0.717 0.986 -0.152
C -0.902 -0.787 -0.204 -0.198
C -1.164 0.331 -1.001 0.011
N 1.615 1.112 0.066 -0.194
H 0.374 -1.676 1.182 0.071
H 0.644 0.281 0.807 0.017
H -0.627 -0.434 1.893 0.098
H -1.413 -1.721 -0.412 0.129
H -0.047 -0.165 -1.108 0.175
H -1.893 0.288 -1.798 0.098
H -0.974 1.314 -0.593 0.099
H 2.268 1.847 0.395 -0.074
H 2.212 0.328 -0.212 -0.079
```

Its total energy is -4741.2966 eV. As for the largest force on an atom: 0.056 hartree/bohr. As for the relative energy (zero: lowest compared OMol25 entry of this formula, charge and spin): 134.04 kcal/mol. The lowest unoccupied orbital energy is -0.19 eV. The gap between HOMO and LUMO is 6.400 eV. The multiplicity is 1.